Record 1
ORCA calculation (ωB97M-V/def2-TZVPD) on a cluster of 11 separate species, C39H108N8O13 in total at a distorted geometry.

```
! RIJCOSX wB97M-V def2-TZVPD def2/J DEFGRID3
* xyz -1 2
C 18.0049 11.9578 -8.1673
O 16.9803 11.8000 -7.1911
H 18.4511 10.9950 -8.4162
H 17.7502 12.4654 -9.0977
H 18.8173 12.5078 -7.6925
H 16.6355 12.6846 -7.0494
C 16.9541 17.1914 -10.4758
O 16.0123 17.7709 -9.5923
H 16.5155 16.7893 -11.3891
H 17.5281 18.0350 -10.8592
H 17.5370 16.4046 -9.9969
H 16.4845 17.8321 -8.7586
C 21.0131 16.2561 -7.6317
O 20.0675 17.3023 -7.5438
H 20.6565 15.5058 -8.3374
H 21.9893 16.6058 -7.9677
H 21.1834 15.8564 -6.6320
H 20.1368 17.8001 -8.3617
C 15.1749 13.7658 -10.7398
O 13.9694 14.0792 -11.5105
C 13.5306 12.9790 -12.3510
C 12.2725 13.4798 -13.1098
N 11.0924 13.3842 -12.2399
C 10.0281 14.3253 -12.6673
C 8.9649 14.4165 -11.5432
O 9.3092 15.3906 -10.6052
C 8.4035 15.5309 -9.5330
H 14.9777 12.9839 -10.0064
H 15.5338 14.5993 -10.1360
H 16.0504 13.5421 -11.3494
H 13.2244 12.1577 -11.7032
H 14.3738 12.7075 -12.9862
H 12.1990 13.0645 -14.1149
H 12.3970 14.5525 -13.2575
H 11.4809 13.7173 -11.3692
H 9.5834 13.9998 -13.6077
H 10.4117 15.3341 -12.8194
H 8.9375 13.4676 -11.0075
H 7.9823 14.5751 -11.9874
H 7.3292 15.6182 -9.6953
H 8.7183 16.2758 -8.8022
H 8.4377 14.6340 -8.9144
C 18.7256 16.6556 -2.7140
O 19.4347 15.4210 -2.5820
C 20.5124 15.2931 -3.5107
C 21.5020 14.1180 -3.4184
N 21.0733 12.8482 -4.1083
C 19.8780 12.2923 -3.4577
C 19.3855 11.0891 -4.2469
O 20.3433 10.0630 -3.9354
C 20.0419 8.8431 -4.6319
H 19.2595 17.5330 -3.0788
H 18.3039 16.7761 -1.7161
H 17.9465 16.4600 -3.4508
H 21.1800 16.1530 -3.4564
H 20.0625 15.3596 -4.5013
H 21.7847 13.9910 -2.3734
H 22.3686 14.5560 -3.9136
H 21.7747 12.1333 -3.9779
H 19.0698 13.0216 -3.5131
H 20.0307 12.1165 -2.3928
H 19.4520 11.3235 -5.3093
H 18.3750 10.8136 -3.9448
H 20.2753 8.9912 -5.6862
H 19.0457 8.4317 -4.4693
H 20.7194 8.1166 -4.1833
C 17.6839 21.3784 -5.2141
C 16.5062 20.7112 -4.4834
C 15.1167 20.9266 -5.1749
O 14.1418 20.2860 -4.4049
C 12.9304 20.0684 -5.0180
N 16.8298 19.2833 -4.3826
H 18.6098 21.2058 -4.6655
H 17.5391 22.4582 -5.1822
H 17.7980 21.1506 -6.2739
H 16.3205 21.0645 -3.4691
H 15.1608 20.4372 -6.1479
H 14.7659 21.9547 -5.2649
H 12.5214 20.9443 -5.5216
H 12.1848 19.8220 -4.2620
H 12.9970 19.2255 -5.7059
H 16.0149 18.9234 -3.9067
H 17.5937 19.2462 -3.7228
C 14.5295 18.5345 0.0543
C 14.3688 18.6479 -1.4841
C 13.7697 17.4479 -2.2380
O 14.6691 16.3500 -2.0696
C 14.2336 15.1948 -2.8331
N 13.5176 19.7820 -1.7663
H 13.5374 18.5179 0.5053
H 15.1906 19.3245 0.4106
H 14.8584 17.5166 0.2638
H 15.4048 18.7181 -1.8155
H 13.7471 17.7303 -3.2905
H 12.8438 16.9967 -1.8813
H 14.9327 14.3805 -2.6425
H 14.4567 15.4510 -3.8688
H 13.2278 14.8237 -2.6363
H 12.6005 19.3602 -1.8008
H 13.8000 20.0769 -2.6901
C 15.0165 16.8689 -6.4480
C 16.4928 16.6938 -6.2946
C 16.9285 15.3084 -6.9229
O 16.3345 14.1561 -6.3016
C 16.8018 13.8727 -5.0244
N 17.2960 17.7487 -6.8510
H 14.5433 15.9338 -6.1482
H 14.7909 17.0705 -7.4951
H 14.7878 17.7302 -5.8203
H 16.6897 16.7456 -5.2238
H 18.0110 15.1814 -6.9357
H 16.6941 15.2357 -7.9849
H 17.8764 13.7086 -5.1038
H 16.3159 13.0340 -4.5258
H 16.6522 14.7214 -4.3570
H 18.2528 17.4260 -6.8756
H 17.2940 18.4391 -6.1138
C 12.0992 18.5767 -9.9072
C 12.3709 17.3886 -10.8512
C 12.9019 17.8757 -12.2051
O 12.1060 18.7991 -12.9355
C 10.9952 18.2280 -13.4927
N 13.3494 16.5564 -10.1891
H 11.8798 18.1922 -8.9112
H 11.3184 19.2043 -10.3369
H 13.0179 19.1624 -9.8714
H 11.5113 16.7473 -11.0457
H 13.0107 16.9284 -12.7332
H 13.9044 18.3035 -12.2155
H 10.4375 18.9747 -14.0578
H 10.1956 17.7758 -12.9060
H 11.2356 17.3923 -14.1498
H 14.1791 17.0587 -9.9076
H 13.6626 15.7807 -10.7551
C 15.9707 10.3348 -1.7083
C 17.3329 10.7655 -1.0899
C 17.2537 12.3196 -0.8546
O 18.4290 12.7926 -0.2821
C 18.2206 14.1374 0.3126
N 17.5295 10.1225 0.1733
H 15.8149 9.2560 -1.7094
H 15.8668 10.5927 -2.7622
H 15.1429 10.8085 -1.1806
H 18.1677 10.4178 -1.6983
H 16.3679 12.5515 -0.2631
H 17.1492 12.8177 -1.8185
H 18.1655 14.8641 -0.4979
H 19.0889 14.3461 0.9376
H 17.3267 14.2538 0.9254
H 18.2896 10.5795 0.6565
H 16.8229 10.4911 0.7937
C 13.2308 13.8152 -7.8846
C 11.7941 14.2618 -7.9577
C 11.4973 15.5302 -7.1666
O 11.7182 15.1173 -5.8435
C 11.2675 16.0179 -4.8537
N 11.5765 14.4367 -9.3674
H 13.3802 12.9549 -8.5370
H 13.4411 13.5428 -6.8504
H 13.8710 14.6438 -8.1874
H 11.1557 13.4233 -7.6796
H 10.4809 15.8580 -7.3848
H 12.2018 16.3441 -7.3379
H 11.2382 15.6079 -3.8442
H 10.2915 16.4042 -5.1477
H 11.9039 16.9027 -4.8360
H 10.6941 14.8896 -9.5578
H 12.2127 15.1681 -9.6510
*
```

Summary:
HOMO level (alpha / beta)	0.51 / -6.58	eV
gap between HOMO and LUMO (alpha / beta)	1.5 / 8.6	eV
expectation value of S²	0.75

Here are the Mulliken charges for atoms 1 to 4, given in e: -0.743, -0.645, 0.386, 0.137

Record 2
ORCA calculation (ωB97M-V/def2-TZVPD) on a cluster of 15 separate species, C39H112N4O15 in total at a distorted geometry.

```
! RIJCOSX wB97M-V def2-TZVPD def2/J DEFGRID3
* xyz 0 1
C -2.6396 3.9065 -1.3423
C -4.1125 3.7490 -0.9003
C -4.9279 5.0002 -1.0941
O -4.6278 2.6691 -1.6693
H -2.6497 4.1370 -2.4076
H -1.9610 3.0541 -1.3080
H -2.1304 4.6717 -0.7564
H -4.0353 3.4719 0.1511
H -5.1399 5.0518 -2.1621
H -4.4743 5.9649 -0.8667
H -5.8160 4.8691 -0.4759
H -4.6707 2.9085 -2.5979
C -2.8052 -6.6068 0.7207
C -2.4332 -5.1220 0.9716
C -3.2218 -4.0986 0.1271
O -2.6389 -4.8591 2.3539
H -2.2684 -7.3163 1.3504
H -2.7703 -7.0428 -0.2777
H -3.8745 -6.6970 0.9120
H -1.3749 -5.0124 0.7346
H -4.2450 -4.2398 0.4755
H -3.2474 -4.2638 -0.9500
H -2.9387 -3.0529 0.2474
H -3.5502 -5.0717 2.5681
C 4.0472 -6.4269 -2.1458
C 2.9533 -5.3175 -2.0405
C 2.0136 -5.5448 -0.8472
O 3.6492 -4.1513 -1.7305
H 4.5979 -6.5511 -1.2133
H 4.7822 -6.1317 -2.8946
H 3.6911 -7.4193 -2.4221
H 2.4460 -5.0150 -2.9566
H 1.3709 -6.3608 -1.1777
H 1.4027 -4.6778 -0.5959
H 2.4975 -5.8798 0.0702
H 4.2463 -3.9410 -2.4522
C 3.9699 4.5996 -0.0704
C 4.1442 5.8111 0.8917
C 3.2742 7.0841 0.5725
O 3.8806 5.4594 2.2103
H 4.3527 4.7925 -1.0726
H 2.8949 4.4660 -0.1915
H 4.4181 3.6806 0.3071
H 5.1618 6.1939 0.8142
H 2.2346 6.8710 0.8210
H 3.2482 7.3888 -0.4737
H 3.6075 7.8810 1.2374
H 2.9892 5.1165 2.1125
C 3.8119 -1.7112 1.0669
C 4.4157 -0.5884 1.8976
C 5.7951 -0.9020 2.5359
O 4.3433 0.6026 1.1477
H 3.6544 -1.4147 0.0298
H 2.8567 -2.0552 1.4637
H 4.6307 -2.4248 1.1586
H 3.8557 -0.4260 2.8185
H 6.5881 -0.3300 2.0543
H 6.1539 -1.9201 2.6876
H 5.8356 -0.4238 3.5145
H 3.4241 0.7678 0.9256
C 1.0081 -1.3812 -4.4000
C 1.1766 -2.5505 -5.2541
C 0.0180 -2.6767 -6.2234
O 2.4750 -2.5160 -5.7836
H 1.9153 -1.1286 -3.8512
H 0.1998 -1.6366 -3.7148
H 0.4897 -0.5975 -4.9525
H 1.1807 -3.4332 -4.6147
H -0.1124 -1.7441 -6.7723
H -0.9742 -2.8467 -5.8055
H 0.1309 -3.5267 -6.8963
H 2.5239 -1.8481 -6.4714
C -0.6999 6.5448 2.4950
C -1.0175 5.2830 3.2380
C -2.2455 4.5978 2.8168
O -3.3684 5.3122 3.3310
C -4.6738 4.8331 2.9052
N 0.1782 4.5695 3.1713
H -0.7117 6.3180 1.4289
H 0.2511 7.0347 2.7039
H -1.5066 7.2394 2.7295
H -1.0167 5.4678 4.3123
H -2.1868 3.5850 3.2154
H -2.4072 4.5241 1.7414
H -4.7910 4.7371 1.8258
H -5.3916 5.5500 3.3037
H -4.9240 3.8374 3.2716
H 0.1223 3.8146 3.8400
H 0.9042 5.1758 3.5256
C 6.6045 -1.0009 -2.3585
C 6.0510 0.4546 -2.3607
C 4.6482 0.5595 -2.8950
O 4.4838 1.9251 -3.2087
C 3.1773 2.2572 -3.6135
N 6.2539 1.1804 -1.1376
H 7.5233 -0.9514 -1.7742
H 7.0412 -1.2383 -3.3286
H 5.8558 -1.7399 -2.0732
H 6.7127 1.0323 -3.0061
H 3.8905 0.1509 -2.2264
H 4.5720 -0.1124 -3.7499
H 2.6763 1.4070 -4.0763
H 3.2959 3.0295 -4.3736
H 2.4910 2.7760 -2.9443
H 5.7374 0.7758 -0.3698
H 5.7734 2.0517 -1.3105
C -5.4404 -1.3618 1.9189
C -5.7035 -0.2734 0.7439
C -6.3043 1.0781 1.1441
O -7.4855 0.9552 1.9198
C -8.5622 0.3573 1.1255
N -4.4477 -0.0188 0.0580
H -4.8956 -1.1047 2.8273
H -5.1919 -2.3867 1.6434
H -6.4522 -1.5917 2.2528
H -6.3500 -0.7474 0.0054
H -6.4407 1.7346 0.2848
H -5.5389 1.6131 1.7063
H -8.6247 0.7319 0.1038
H -9.5178 0.4986 1.6304
H -8.3384 -0.6961 0.9571
H -3.8105 0.4819 0.6608
H -4.6511 0.7628 -0.5484
C -0.8607 1.0464 1.0890
C 0.6557 0.8242 0.8788
C 0.9334 0.5263 -0.6800
O 0.1629 -0.5055 -1.3305
C 0.4566 -1.8326 -0.8215
N 1.4639 1.9441 1.3421
H -1.1847 1.3838 2.0736
H -1.4441 0.1447 0.9029
H -1.2606 1.7949 0.4049
H 0.9836 -0.0544 1.4342
H 1.9597 0.1665 -0.7533
H 0.9359 1.4340 -1.2833
H -0.3060 -2.5730 -1.0627
H 0.5077 -1.7508 0.2642
H 1.4218 -2.2697 -1.0776
H 1.2574 1.9370 2.3308
H 1.0308 2.8341 1.1411
C 2.0966 1.6556 4.5736
O 0.7000 1.8387 4.4191
H 2.2715 1.1273 5.5108
H 2.6157 1.0500 3.8308
H 2.4880 2.6626 4.7183
H 0.3014 0.9779 4.2715
C -1.2541 -5.1625 -3.3077
O -0.7078 -6.4327 -2.9691
H -0.7941 -4.8058 -4.2293
H -2.2945 -5.2958 -3.6042
H -1.3028 -4.4734 -2.4646
H -1.3957 -7.0680 -3.1805
C 1.0756 -3.6667 2.5839
O -0.3309 -3.2588 2.7458
H 0.9437 -4.6023 3.1275
H 1.2684 -3.8462 1.5262
H 1.8709 -3.2609 3.2091
H -0.9942 -3.8500 2.3823
C -1.2885 -1.0739 4.7508
O 0.0605 -0.9234 4.2491
H -2.0522 -0.8323 4.0115
H -1.4004 -2.1494 4.8876
H -1.6158 -0.3450 5.4922
H 0.1474 -1.5627 3.5382
C -2.6339 -0.5487 -2.8298
O -3.5230 -1.4526 -2.2011
H -2.9126 -0.4698 -3.8806
H -2.7707 0.4403 -2.3925
H -1.6320 -0.9770 -2.7977
H -3.9147 -1.0460 -1.4246
*
```

Summary:
HOMO level	-8.49	eV
gap between HOMO and LUMO	8.9	eV

Here are the Mulliken charges for atoms 1 to 4, given in e: -1.379, 1.705, -1.703, -0.554

Record 3
ORCA calculation (ωB97M-V/def2-TZVPD) on a structure of composition C39H16F18GeN2O2PdS.

```
! RIJCOSX wB97M-V def2-TZVPD def2/J DEFGRID3
* xyz -2 1
Pd -0.6283 -0.4125 -1.2215
O -6.6774 -2.6846 -3.9754
C -5.8396 -3.4545 -3.1089
C -4.6777 -2.6615 -2.5955
C -3.9150 -3.2403 -1.5142
C -2.8229 -2.5448 -1.0698
N -2.4093 -1.3669 -1.5488
C -3.1369 -0.7728 -2.6193
C -4.3053 -1.4790 -3.1174
C -2.6468 0.3946 -3.1071
C -3.2662 1.2389 -4.1047
C -2.7588 2.4462 -4.4391
C -3.4730 3.3128 -5.4245
O -4.2585 4.3444 -4.7905
C -1.5519 2.9093 -3.7870
C -0.9590 2.0741 -2.8828
N -1.4189 0.8599 -2.5432
H -7.3755 -3.2652 -4.2869
H -5.4617 -4.3344 -3.6499
H -6.4214 -3.8250 -2.2538
H -4.1895 -4.1842 -1.0610
H -2.2303 -2.9338 -0.2487
H -4.8700 -1.0537 -3.9363
H -4.1797 0.8943 -4.5796
H -4.1222 2.6973 -6.0580
H -2.7693 3.8479 -6.0674
H -4.5847 3.9411 -3.9781
H -1.1299 3.8812 -4.0027
H -0.0361 2.3612 -2.3927
F -0.1044 -0.5128 5.3007
C -1.2549 -0.2673 4.6452
C -1.3295 -0.4431 3.2756
C -2.5303 -0.1083 2.6744
F -2.6966 -0.2183 1.3649
C -3.6176 0.3501 3.4095
F -4.7678 0.6619 2.8095
C -3.5074 0.4852 4.7788
F -4.5481 0.9188 5.4986
C -2.3153 0.1789 5.4098
F -2.2027 0.3260 6.7375
Ge 0.2896 -1.0117 2.2626
S 0.1940 -1.9587 0.3678
C 1.1969 -2.4131 3.3536
C 2.5400 -2.6658 3.1381
F 3.2494 -1.8978 2.3038
C 3.2168 -3.7032 3.7547
F 4.5227 -3.9022 3.5400
C 2.5262 -4.5480 4.6034
F 3.1638 -5.5546 5.2131
C 1.1758 -4.3532 4.8135
F 0.5037 -5.1826 5.6240
C 0.5370 -3.3004 4.1790
F -0.7802 -3.1758 4.4129
C 1.3088 0.6908 2.5226
C 2.3136 0.9136 3.4463
F 2.8034 -0.0759 4.2128
C 2.8725 2.1630 3.6621
F 3.8521 2.3316 4.5618
C 2.4066 3.2470 2.9449
F 2.9391 4.4575 3.1409
C 1.3731 3.0788 2.0439
F 0.8933 4.1346 1.3845
C 0.8355 1.8146 1.8624
F -0.2225 1.7246 1.0609
F 8.3068 2.8928 -1.6946
C 7.8856 1.7260 -2.2444
F 8.6529 0.7653 -1.6726
F 8.2418 1.7711 -3.5446
C 6.4280 1.4880 -2.0445
C 5.9309 1.4122 -0.7454
C 4.5901 1.1737 -0.5282
C 3.6991 0.9967 -1.6020
C 4.2178 1.0963 -2.9010
C 5.5631 1.3343 -3.1198
C 2.3282 0.7033 -1.3783
C 1.1512 0.4458 -1.1837
H 6.6015 1.5378 0.0964
H 4.2012 1.1075 0.4796
H 3.5394 0.9765 -3.7348
H 5.9419 1.3989 -4.1311
*
```

Summary:
HOMO level	0.52	eV
gap between HOMO and LUMO	3.2	eV

Here are the Mulliken charges for atoms 1 to 4, given in e: -0.002, -0.490, -0.609, 0.870

Record 4
ORCA calculation (ωB97M-V/def2-TZVPD) on a structure of composition C39H20ClN8O2Zn.

```
! RIJCOSX wB97M-V def2-TZVPD def2/J DEFGRID3
* xyz -1 1
Zn 0.7950 -0.2671 0.1677
C -6.2683 0.1952 -1.6019
C -6.5395 0.0574 -0.1351
C -5.2812 -0.1366 0.6892
C -3.1010 -0.3416 0.8559
C -2.4417 -0.6103 2.1488
N -1.5196 -0.2279 2.7962
C -0.2633 -0.0726 3.1973
C 0.2452 0.1254 4.5255
C -0.3459 0.2580 5.7835
C 0.4846 0.3656 6.8829
C 1.8819 0.3340 6.7469
C 2.4704 0.1929 5.5040
C 1.6475 0.0879 4.3878
C 1.9345 -0.0933 2.9674
N 3.2130 -0.1138 2.4643
C 3.5064 -0.1813 1.1943
N 2.6847 -0.2166 0.1119
C 3.4007 -0.1828 -1.0702
N 2.9757 -0.1368 -2.2846
C 1.6578 -0.0995 -2.7157
N 0.5435 -0.0754 -1.9867
C -0.5645 -0.0494 -2.8288
N -1.8933 -0.0420 -2.5441
C -2.4889 -0.0846 -1.3953
N -0.8793 -1.1999 0.1345
C -3.9302 -0.0957 -1.0501
C -5.0150 0.1282 -2.0328
C -0.0884 -0.0443 -4.1842
C -0.7359 -0.0154 -5.4251
C 0.0375 -0.0249 -6.5664
C 1.4453 -0.0636 -6.4974
C 2.0928 -0.0901 -5.2800
C 1.3182 -0.0766 -4.1173
C 4.8355 -0.1797 -0.7020
C 5.9824 -0.1723 -1.4738
C 7.2067 -0.1680 -0.8155
C 7.2733 -0.1674 0.5789
C 6.1165 -0.1712 1.3489
C 4.9017 -0.1790 0.6892
N 0.7998 -0.1859 2.3029
H -7.1114 0.3664 -2.2591
H -7.2511 -0.7416 0.0659
H -5.5095 -0.2448 1.7507
H -1.4239 0.2761 5.8907
H 0.0526 0.4731 7.8705
H 2.5011 0.4174 7.6314
H 3.5467 0.1596 5.3902
H -4.7413 0.2335 -3.0759
H -1.8176 0.0105 -5.4754
H -0.4426 -0.0042 -7.5383
H 2.0198 -0.0753 -7.4162
H 3.1735 -0.1211 -5.2144
H 5.9115 -0.1714 -2.5540
H 8.1253 -0.1653 -1.3896
H 8.2416 -0.1630 1.0645
H 6.1530 -0.1703 2.4310
Cl -7.3900 1.5582 0.4541
C -4.0725 0.7566 0.3646
C -3.6748 2.1519 0.4406
C -2.3588 2.3614 0.3170
C -1.3782 1.2670 0.1885
O -0.1867 1.5591 0.1757
C -1.8545 -0.1829 -0.0336
C -1.1643 -2.4662 -0.1893
O -0.3850 -3.4058 -0.1095
C -4.2170 -1.1167 0.1149
H -4.3935 2.9591 0.5036
H -1.9264 3.3539 0.3266
H -2.2110 -2.6588 -0.5013
H -4.3096 -2.1951 0.0046
*
```

Summary:
energy relative to the best compared isomer or geometry (same formula, charge and spin)	3.05	kcal per mole
HOMO level	-3.56	eV
gap between HOMO and LUMO	5.2	eV

Here are the Mulliken charges for atoms 1 to 4, given in e: -0.534, -0.826, 0.070, -0.249